Entry 1:
Molecular formula: C18H23N3O3S
Method: DFT, ωB97M-V/def2-TZVPD

SMILES string: COCCNC(=O)Cn1cc(C(=S)N2CCOCC2)c2ccccc21
Spin multiplicity: 1
Relative energy (zero: lowest compared OMol25 entry of this formula, charge and spin), eV: 2.216
M, g mol⁻¹: 361.5

Each line ends with the natural charge from an NBO analysis.
Atoms and positions in Å:
C -0.774 0.084 -4.356  -0.25
O -1.867 0.819 -3.859  -0.54
C -1.677 2.215 -3.814  -0.07
C -0.775 2.650 -2.647  -0.26
N -1.238 2.029 -1.429  -0.63
C -1.780 2.723 -0.411  0.67
O -1.775 3.931 -0.326  -0.62
C -2.404 1.834 0.683  -0.30
N -1.701 0.602 0.891  -0.36
C -0.684 0.427 1.780  0.03
C -0.163 -0.841 1.681  -0.20
C -0.908 -1.497 0.645  -0.08
C -0.841 -2.762 0.064  -0.17
C -1.707 -3.059 -0.963  -0.23
C -2.640 -2.125 -1.423  -0.21
C -2.727 -0.866 -0.869  -0.28
C -1.850 -0.556 0.166  0.19
H -3.453 -0.155 -1.233  0.22
H -3.306 -2.394 -2.228  0.22
H -1.673 -4.035 -1.425  0.21
H -0.132 -3.489 0.427  0.24
C 0.842 -1.446 2.536  0.15
N 1.907 -0.710 2.918  -0.40
C 2.878 -1.216 3.865  -0.27
H 2.461 -2.089 4.368  0.26
C 4.171 -1.585 3.133  -0.08
H 4.945 -1.882 3.840  0.20
O 4.681 -0.474 2.427  -0.52
C 3.744 0.003 1.496  -0.08
H 4.205 0.862 1.006  0.20
C 2.426 0.417 2.174  -0.25
H 1.714 0.738 1.416  0.23
H 2.619 1.241 2.869  0.20
H 3.528 -0.774 0.745  0.17
H 3.971 -2.414 2.438  0.18
H 3.086 -0.427 4.595  0.20
S 0.597 -2.986 3.093  -0.19
H -0.431 1.209 2.472  0.22
H -3.438 1.623 0.392  0.23
H -2.422 2.412 1.610  0.24
H -1.414 1.035 -1.503  0.42
H 0.263 2.354 -2.832  0.19
H -0.821 3.732 -2.517  0.24
H -2.677 2.632 -3.673  0.19
H -1.263 2.586 -4.762  0.17
H 0.098 0.139 -3.695  0.16
H -1.108 -0.950 -4.415  0.20
H -0.486 0.433 -5.354  0.17

Entry 2:
Molecular formula: C18H23N3OS
Method: DFT, ωB97M-V/def2-TZVPD

SMILES string: CSCC(=O)N[C@H]1CCCc2c1cnn2-c1ccc(C)c(C)c1
Spin multiplicity: 1
Relative energy (zero: lowest compared OMol25 entry of this formula, charge and spin), eV: 0.257
M, g mol⁻¹: 329.5

Each line ends with the natural charge from an NBO analysis.
Atoms and positions in Å:
C 0.163 -1.103 5.387  -0.75
H -0.652 -0.808 4.731  0.22
H 1.093 -1.204 4.834  0.21
H -0.078 -2.040 5.878  0.24
S 0.357 0.129 6.705  0.22
C 0.879 1.579 5.725  -0.62
C -0.117 1.872 4.619  0.66
O -1.194 2.390 4.818  -0.62
N 0.290 1.470 3.394  -0.62
H 1.216 1.098 3.257  0.40
C -0.519 1.673 2.205  -0.06
C -0.303 0.569 1.227  -0.17
C -0.141 0.764 -0.132  0.17
N 0.003 -0.468 -0.687  -0.19
N -0.059 -1.427 0.245  -0.26
C -0.238 -0.823 1.400  -0.04
H -0.312 -1.396 2.303  0.21
C 0.148 -0.837 -2.033  0.21
C 0.800 -0.034 -2.958  -0.26
C 0.903 -0.461 -4.269  -0.19
C 0.384 -1.679 -4.683  -0.03
C -0.251 -2.499 -3.743  0.01
C -0.364 -2.067 -2.433  -0.22
H -0.845 -2.684 -1.690  0.23
C -0.811 -3.828 -4.144  -0.63
H -1.570 -3.708 -4.916  0.22
H -0.026 -4.467 -4.549  0.22
H -1.259 -4.329 -3.290  0.22
C 0.512 -2.112 -6.111  -0.63
H 1.027 -1.356 -6.698  0.22
H -0.470 -2.283 -6.549  0.22
H 1.071 -3.044 -6.180  0.22
H 1.410 0.169 -4.987  0.21
H 1.245 0.902 -2.665  0.22
C -0.194 2.087 -0.809  -0.43
H 0.819 2.430 -1.047  0.21
C -0.846 3.091 0.148  -0.39
C -0.199 3.017 1.530  -0.40
H 0.886 3.117 1.430  0.19
H -0.559 3.827 2.164  0.23
H -1.910 2.869 0.240  0.21
H -0.744 4.099 -0.256  0.21
H -0.756 2.022 -1.743  0.23
H -1.561 1.686 2.551  0.23
H 1.886 1.396 5.345  0.21
H 0.889 2.402 6.437  0.26

Entry 3:
Molecular formula: C18H23N8PPtS3Te
Method: DFT, ωB97M-V/def2-TZVPD

Spin multiplicity: 3
Relative energy (zero: lowest compared OMol25 entry of this formula, charge and spin), eV: 0.000
M, g mol⁻¹: 801.3
Charge: -2

Each line ends with the Mulliken spin population.
Atoms and positions in Å:
Pt -0.694 0.240 0.203  0.70
C 4.321 -1.239 -1.323  0.00
N 4.007 -0.759 0.017  0.00
C 4.249 0.678 0.063  -0.01
N 3.549 1.435 -0.961  0.04
C 3.905 0.891 -2.259  0.00
N 3.635 -0.539 -2.402  0.00
C 2.197 -0.836 -2.389  -0.02
P 1.342 -0.469 -0.772  0.35
C 2.633 -1.093 0.400  0.02
C 2.093 1.327 -0.753  0.12
H 4.076 -2.303 -1.382  0.00
H 5.399 -1.116 -1.480  0.00
H 5.326 0.846 -0.067  0.00
H 3.950 1.050 1.045  0.00
H 4.981 1.047 -2.412  0.00
H 3.359 1.432 -3.036  0.00
H 2.039 -1.896 -2.607  0.02
H 1.704 -0.258 -3.177  0.00
H 2.527 -2.178 0.482  0.00
H 2.411 -0.664 1.381  0.00
H 1.838 1.774 0.212  -0.01
H 1.588 1.913 -1.527  -0.01
N -1.004 2.394 0.802  0.04
C -1.020 3.463 0.353  0.02
C -1.053 4.768 -0.143  0.00
C 0.133 5.526 -0.222  0.00
N 1.094 6.168 -0.292  0.00
C -2.275 5.363 -0.516  0.00
N -3.266 5.876 -0.821  0.00
S -2.949 0.482 -1.384  0.02
C -3.203 -1.187 -1.278  0.00
N -3.179 -1.961 -2.382  0.00
C -3.054 -3.409 -2.328  -0.03
C -3.847 -3.925 -1.140  0.00
C -3.363 -3.202 0.103  0.00
N -3.503 -1.770 -0.105  0.01
H -2.754 -1.481 -3.160  0.00
H -1.997 -3.676 -2.223  0.03
H -3.434 -3.813 -3.270  0.00
H -3.699 -5.001 -1.033  0.00
H -4.914 -3.737 -1.293  0.00
H -2.311 -3.438 0.297  0.00
H -3.947 -3.470 0.985  0.00
H -3.253 -1.192 0.691  0.00
S -0.064 -2.265 -0.894  0.50
Te -0.831 -1.257 2.376  0.21
C -1.344 0.159 3.887  0.00
C -1.064 1.497 3.932  0.00
C -1.511 2.134 5.122  0.00
C -2.128 1.277 5.983  0.00
S -2.168 -0.305 5.323  0.01
H -0.579 2.007 3.113  0.00
H -1.383 3.189 5.320  0.00
H -2.565 1.502 6.942  0.00

Entry 4:
Molecular formula: C18H23NO3
Method: DFT, ωB97M-V/def2-TZVPD

Spin multiplicity: 1
Relative energy (zero: lowest compared OMol25 entry of this formula, charge and spin), eV: 4.745
M, g mol⁻¹: 301.4

Each line ends with the natural charge from an NBO analysis.
Atoms and positions in Å:
C 1.334 2.213 -2.098  -0.75
C 0.506 0.956 -2.119  0.53
C -0.913 0.995 -1.730  -0.42
C -1.666 -0.285 -1.893  -0.42
C -3.075 -0.112 -2.491  -0.42
C -3.724 1.039 -1.778  -0.06
O -2.966 2.263 -1.978  -0.52
C -1.616 2.271 -1.907  0.76
O -1.074 3.388 -1.994  -0.67
O 1.042 -0.133 -2.428  -0.71
H 0.646 3.057 -2.242  0.30
H 1.904 2.326 -1.161  0.19
H 2.040 2.157 -2.932  0.22
H -1.084 -0.896 -2.597  0.24
H -1.703 -0.892 -0.963  0.18
H -2.997 0.059 -3.576  0.21
H -3.657 -1.033 -2.365  0.21
H -4.733 1.221 -2.163  0.19
H -3.785 0.840 -0.694  0.17
C 4.617 -1.561 -0.687  -0.41
N 3.423 -1.694 0.150  -0.33
C 3.322 -2.880 1.001  -0.42
C 2.498 -0.740 0.122  0.24
C 1.280 -0.780 0.818  -0.37
C 0.303 0.211 0.822  0.03
C -0.698 0.223 1.867  -0.14
C -1.106 1.440 2.472  -0.15
C -1.963 1.438 3.569  -0.22
C -2.477 0.228 4.056  -0.18
C -2.091 -0.985 3.465  -0.24
C -1.206 -0.990 2.390  -0.12
H 5.267 -2.416 -0.480  0.21
H 4.359 -1.525 -1.762  0.24
H 5.137 -0.629 -0.416  0.22
H 4.259 -3.434 0.859  0.22
H 3.244 -2.577 2.056  0.22
H 2.464 -3.523 0.738  0.22
H 2.783 0.169 -0.417  0.24
H 1.139 -1.651 1.463  0.21
H 0.432 1.117 0.222  0.26
H -0.694 2.376 2.086  0.23
H -2.247 2.383 4.041  0.22
H -3.186 0.225 4.884  0.22
H -2.476 -1.931 3.846  0.22
H -0.862 -1.928 1.945  0.20